Record 1
Below is a molecular structure, C20H24AsCuN3S in a non-equilibrium geometry, with properties calculated with wB97M-V/def2-TZVPD.

Positions of all 50 atoms, in Å:
H: 0.4134 5.8738 -1.7794
H: 1.6465 -2.0657 1.5079
N: -0.1404 0.1121 -1.7815
C: -0.8707 4.8845 -0.3081
H: 0.6275 -5.5379 -2.4606
H: 1.1701 3.7370 -2.7382
N: -1.1045 2.5239 -0.4778
H: -2.4070 -2.9402 1.3421
C: 0.6797 -3.3930 -2.4317
H: 1.1537 -1.7305 -4.2803
C: 0.0133 1.3455 -2.3480
C: 1.0766 0.3905 -4.3287
H: -2.5854 -4.6439 0.7498
C: 0.2597 -4.6419 -1.9630
H: 1.7005 -2.8390 3.1285
Cu: -0.7118 -0.4291 0.0532
C: 0.8427 -0.8759 -3.7328
N: -0.7575 -2.2926 -0.7998
C: 0.1858 -1.0055 -2.5220
As: 0.8033 -0.3709 3.0919
H: 1.4641 -3.2438 -3.1592
S: -1.2233 -0.2350 2.1598
H: 2.9702 -1.5774 2.5835
H: 1.5180 0.4942 -5.3400
H: -3.5193 3.8585 0.8098
H: -1.0980 -4.0393 1.6546
C: -1.8491 -3.7793 0.9179
H: 0.2781 0.7694 5.2654
C: -0.0157 -2.2986 -1.9211
C: 0.3576 3.7357 -1.9899
C: -1.4386 3.6841 0.0694
C: -1.1317 -3.4921 -0.3419
H: 2.8506 1.3273 2.7209
H: 1.4073 -0.6053 5.5579
H: 1.3507 1.6014 1.6327
C: 0.6049 1.5399 -3.6178
H: -0.3503 -0.8116 5.2576
C: 0.5590 -0.2753 4.9800
H: -1.0358 5.7550 0.2822
H: -2.4536 2.5562 1.5708
H: -1.0462 -5.6299 -0.5818
C: 1.9292 -1.9048 2.5766
H: 0.5394 2.4880 -4.0665
C: -0.2873 2.5476 -1.5854
H: -2.2013 4.1893 2.0278
C: -0.6925 -4.6776 -1.0012
C: -0.0391 4.9435 -1.4217
H: 1.3456 2.1174 3.2584
C: -2.4921 3.5761 1.1681
C: 1.7038 1.2851 2.6115

Summary:
M: 476.97 g mol⁻¹
HOMO level: -10.5 eV
Total charge: +1
E_LUMO: -3.159 eV
Energy relative to the best compared isomer or geometry (same formula, charge and spin): 14.11 kcal/mol

Results of the Löwdin charge analysis, in e, for atoms 1 through 6: H 0.120; H 0.025; N 0.106; C -0.019; H 0.124; H 0.116

Record 2
Below is a molecular structure, C2H6N3O in a non-equilibrium geometry, with properties calculated with wB97M-V/def2-TZVPD.

Positions of all 12 atoms, in Å:
C: -0.4798 -0.7816 0.6542
H: -0.7799 -1.5327 -0.2152
H: 2.0189 -0.8151 -1.0188
N: 1.5971 -0.1965 0.0779
H: -2.3486 0.9367 -0.0172
O: 0.8899 -0.9613 0.9701
N: 0.8370 0.7972 -0.5406
H: -1.3573 1.8889 -1.1304
H: 2.6074 0.0081 0.3200
H: -1.0918 -0.9609 1.5236
C: -0.4056 0.4816 -0.1534
N: -1.4873 1.1357 -0.4702

Summary:
Multiplicity: 3
M: 88.09 g mol⁻¹
HOMO level (alpha / beta): -9.8 / -15.8 eV
Total charge: +1
E_LUMO (alpha / beta): -4.560 / -7.746 eV
Energy relative to the best compared isomer or geometry (same formula, charge and spin): 85.51 kcal/mol

Results of the Löwdin charge analysis, in e, for atoms 1 through 6: C -0.082; H 0.173; H 0.273; N -0.038; H 0.138; O -0.020

Record 3
Below is 2 unconnected molecules or ions with the total composition C6H7O4 in a non-equilibrium geometry, with properties calculated with wB97M-V/def2-TZVPD.

Positions of all 17 atoms, in Å:
C: -2.3465 -0.0422 0.4053
H: 1.4794 -0.1499 -1.6082
O: -2.3124 -2.3428 -0.0498
O: 0.1340 1.2303 0.9392
C: -1.6132 -1.3046 -0.0857
H: -3.1050 -0.3986 1.0823
O: -0.4655 -1.1099 -0.4438
H: 1.1436 -1.4896 0.6418
C: 1.7143 -0.5615 0.9124
O: -2.0195 2.2040 -0.4956
H: 2.6668 -0.6732 0.4323
H: 1.7985 -0.5169 2.0005
C: 0.8903 0.4942 0.3691
C: -2.2330 1.1465 -0.0947
H: 0.4972 1.4064 -1.6936
H: 2.3687 1.2788 -1.1762
C: 1.4020 0.8291 -1.1352

Summary:
M: 143.12 g mol⁻¹
HOMO level: -4.4 eV
Total charge: -1
E_LUMO: 3.796 eV
Energy relative to the best compared isomer or geometry (same formula, charge and spin): 11.64 kcal/mol

Results of the Löwdin charge analysis, in e, for atoms 1 through 6: C -0.019; H 0.048; O -0.062; O 0.032; C -0.707; H 0.099

Record 4
Below is 8 unconnected molecules or ions with the total composition C25H64N2O8 in a non-equilibrium geometry, with properties calculated with wB97M-V/def2-TZVPD.

Positions of all 99 atoms, in Å:
H: 26.3783 -8.6057 8.8467
H: 28.3674 -5.2598 6.8904
C: 24.4523 -3.5837 8.7066
H: 29.8954 -8.7110 9.7688
C: 22.4114 -11.3530 6.0370
C: 23.3331 -2.5712 8.6841
C: 25.5029 -8.1323 10.7677
H: 30.2277 -11.0009 9.9964
H: 26.2606 -8.6161 11.3821
H: 21.8785 -3.0776 4.8584
O: 29.3594 -10.6702 10.2351
O: 23.0542 -4.3226 13.6586
H: 22.2087 -5.5448 5.9846
H: 26.7852 -5.9777 12.9427
H: 21.5993 -0.6267 8.0882
C: 24.1617 -4.7547 7.7744
N: 23.0313 -3.1428 6.3580
H: 22.9248 -12.2540 5.6851
H: 25.1213 -1.3312 6.8665
C: 21.5833 -10.5939 9.6384
H: 29.8493 -9.0745 11.5016
H: 25.2145 -7.2875 8.8138
H: 25.7799 -3.1631 6.1060
H: 25.1394 -3.7968 4.6082
H: 25.4181 -9.9038 6.8402
N: 23.5294 -11.2331 8.1893
C: 21.4806 -12.5332 8.0398
C: 24.1009 -0.9593 6.9096
H: 23.2004 -4.1715 11.5839
H: 22.0656 -13.0260 10.6346
C: 29.3720 -9.2835 10.5418
H: 21.6569 -9.0532 7.0940
O: 27.0871 -6.8092 9.5949
H: 28.4973 -6.2740 12.5403
H: 22.1376 -10.7433 5.1728
H: 20.8866 -10.9960 10.3774
H: 23.7387 -6.3656 5.8143
H: 22.2349 -9.9108 10.1865
H: 23.8259 -0.5127 5.9527
H: 22.6345 -3.4588 13.6596
C: 24.6780 -10.4271 6.2238
H: 23.4434 -13.4742 9.6256
C: 23.3344 -10.5152 6.9408
C: 21.6832 -1.3734 7.3002
H: 27.0240 -11.5976 12.3233
H: 27.6996 -11.3631 10.3042
H: 20.5487 -12.6702 8.5987
H: 25.9194 -4.8888 5.7662
H: 21.4546 -0.9113 6.3373
O: 28.0977 -6.1383 7.1696
C: 28.6858 -7.1133 6.3151
H: 23.5660 -12.0762 10.7112
H: 24.6201 -3.9431 9.7261
H: 25.8002 -12.7458 11.6422
H: 23.3293 -5.3385 8.1837
H: 27.4350 -5.4681 10.6828
C: 23.2228 -5.4293 5.5892
C: 26.2423 -11.7520 11.5786
H: 24.0049 -5.5227 12.3333
H: 24.5810 -9.9024 5.2758
C: 22.7454 -9.1022 7.0784
H: 25.1242 -11.0430 9.2116
H: 25.4533 -11.0248 11.7996
O: 26.7416 -11.5064 10.2615
O: 22.7485 -2.7076 5.0412
H: 28.1483 -8.0502 6.4015
H: 28.6353 -6.8009 5.2632
C: 23.0585 -2.0228 7.2913
C: 23.7973 -4.4573 12.4553
H: 23.0744 -8.4492 6.2671
H: 22.4099 -3.0548 9.0340
H: 25.2109 -7.2105 11.2862
H: 24.0924 -0.1467 7.6443
H: 21.0012 -10.0000 8.9341
H: 25.1016 -11.4253 6.0948
H: 25.4071 -3.1144 8.4415
H: 24.7673 -3.9532 12.4579
C: 23.9044 -4.2941 6.3479
H: 29.7559 -7.2233 6.5141
H: 20.5045 -12.4108 6.0790
H: 23.2057 -5.2796 4.5124
H: 23.5163 -1.7650 9.3973
H: 20.5223 -10.9483 6.9891
C: 27.7163 -5.5080 12.6004
C: 22.3838 -11.6995 8.9519
O: 24.3827 -10.4482 9.0241
C: 25.2646 -4.0191 5.6703
H: 20.9218 -2.1458 7.4409
H: 27.4232 -6.5964 8.7052
C: 22.8959 -12.6301 10.0523
O: 27.5609 -4.8061 11.3852
H: 28.3442 -8.9308 10.5502
C: 21.1399 -11.8240 6.7436
H: 28.0056 -4.7815 13.3624
H: 23.0931 -8.6265 8.0016
H: 21.9270 -13.5127 7.8636
H: 25.0516 -5.3844 7.8250
C: 26.0101 -7.7420 9.4120
H: 24.6015 -8.7371 10.7083

Summary:
M: 520.79 g mol⁻¹
HOMO level: -8.1 eV
Total charge: 0
E_LUMO: 0.360 eV

Results of the Löwdin charge analysis, in e, for atoms 1 through 6: H 0.104; H 0.099; C -0.169; H 0.086; C -0.133; C -0.146